This record from OMol25 describes a cluster of 2 separate species, C3H7ClO2 in total in a non-equilibrium geometry. The level of theory is ωB97M-V/def2-TZVPD.

Calculated values
electronic energy: -19839.50945 eV
HOMO-LUMO gap: 9.97 eV
relative energy (zero: lowest compared OMol25 entry of this formula, charge and spin): 64.47 kcal/mol
E_HOMO: -9.41 eV

Geometry as ORCA input:
```
! wB97M-V def2-TZVPD RIJCOSX def2/J DEFGRID3
* xyz 0 1
C -0.6755 -1.9408 -0.1652
C -1.4329 -0.6591 -0.4936
C 1.2554 2.2697 -0.0164
O 2.0711 2.6715 1.0398
O 1.4892 1.0869 -0.3852
Cl -2.1715 0.1112 0.9793
H 0.1536 -2.1564 -0.8803
H -0.2430 -1.7420 0.7756
H -1.3711 -2.7657 0.0735
H -0.6352 0.1035 -0.8242
H -2.2416 -0.8443 -1.2890
H 1.5339 3.3864 1.3585
H 2.2675 0.4792 -0.1728
*
```



This record from OMol25 describes a structure of composition C4H10BrLiO2 in a non-equilibrium geometry. The level of theory is ωB97M-V/def2-TZVPD.

Calculated values
electronic energy: -78652.75255 eV
HOMO-LUMO gap: 7.65 eV
relative energy (zero: lowest compared OMol25 entry of this formula, charge and spin): 0.09 kcal/mol
E_HOMO: -8.86 eV

Geometry as ORCA input:
```
! wB97M-V def2-TZVPD RIJCOSX def2/J DEFGRID3
* xyz 0 1
Li 2.7716 4.7982 2.6318
Br 1.5151 4.3243 0.6283
C -0.1466 1.4730 -1.2494
O -0.5949 0.3310 -0.5323
C -0.3024 -0.8542 -1.2268
C -0.5111 -2.0553 -0.3578
O 0.2638 -2.0928 0.8146
C -0.1547 -1.2408 1.8584
H 0.9359 1.4375 -1.4116
H -0.3816 2.3464 -0.6512
H -0.6485 1.5522 -2.2234
H 0.7428 -0.8500 -1.5694
H -0.9610 -0.9302 -2.1079
H -0.1654 -2.9171 -0.9411
H -1.5686 -2.2393 -0.1272
H 0.0853 -0.1923 1.6766
H 0.3576 -1.5742 2.7613
H -1.2374 -1.3163 2.0270
*
```



This record from OMol25 describes an isolated molecule of C4H4N2O in a non-equilibrium geometry. The level of theory is ωB97M-V/def2-TZVPD.

Calculated values
structure (SMILES): [H]/N=C(/C#N)C(C)=O
electronic energy: -9237.91740 eV
HOMO-LUMO gap: 9.28 eV
relative energy (zero: lowest compared OMol25 entry of this formula, charge and spin): 59.28 kcal/mol
E_HOMO: -9.89 eV

Geometry as ORCA input:
```
! wB97M-V def2-TZVPD RIJCOSX def2/J DEFGRID3
* xyz 0 1
H 1.4656 -2.4435 -0.0023
N 1.9248 -1.4566 -0.0961
C 1.1440 -0.4697 -0.0383
C 1.6092 0.8622 0.2181
N 2.2316 1.7508 0.5969
C -0.6683 -0.5464 0.1197
C -1.4356 0.7134 -0.2835
O -1.1853 -1.5037 0.6091
H -2.1214 0.6490 -1.0604
H -2.0844 0.8553 0.6173
H -0.8802 1.5892 -0.6804
*
```



This record from OMol25 describes an isolated molecule of C5H11NO2 in a non-equilibrium geometry. The level of theory is ωB97M-V/def2-TZVPD.

Calculated values
electronic energy: -10943.23089 eV
HOMO-LUMO gap (alpha / beta): 7.25 / 6.80 eV
relative energy (zero: lowest compared OMol25 entry of this formula, charge and spin): 139.19 kcal/mol
E_HOMO (alpha / beta): -8.14 / -7.95 eV

Geometry as ORCA input:
```
! wB97M-V def2-TZVPD RIJCOSX def2/J DEFGRID3
* xyz 0 1
C -1.5951 0.8997 0.4433
C -1.3628 -1.3891 -0.5229
N -0.7772 -0.0967 -0.2246
H 0.3497 -0.5451 0.9414
H -1.0098 1.8104 0.5566
H -1.9090 -1.7701 0.3426
H -2.0371 -1.2918 -1.3776
H -2.4457 1.1338 -0.2050
H -1.9569 0.5264 1.4023
H -0.5605 -2.0849 -0.7837
C 2.1081 0.5835 0.8742
C 1.3171 -0.4820 0.1032
C 0.3631 0.4263 -1.1329
O 1.6871 -1.6154 -0.2294
O 0.5120 1.6582 -1.2611
H 0.4149 -0.2604 -1.9987
H 2.8135 0.9962 0.1490
H 2.6224 0.1120 1.7095
H 1.4663 1.3891 1.2138
*
```



This record from OMol25 describes an isolated molecule of C4H6OS in a non-equilibrium geometry. The level of theory is ωB97M-V/def2-TZVPD.

Calculated values
structure (SMILES): C=C[C@@]1(S)CO1
electronic energy: -17125.14566 eV
HOMO-LUMO gap: 10.41 eV
relative energy (zero: lowest compared OMol25 entry of this formula, charge and spin): 68.82 kcal/mol
E_HOMO: -9.55 eV

Geometry as ORCA input:
```
! wB97M-V def2-TZVPD RIJCOSX def2/J DEFGRID3
* xyz 0 1
C 1.6714 0.4411 -0.8723
C 0.9240 -0.1359 0.0708
C -0.6191 -0.3444 0.2119
S -1.1132 -2.0022 0.6352
C -1.3559 0.8777 0.6856
O -1.4016 0.3580 -0.6838
H 2.7317 0.4091 -0.9337
H 1.2364 0.9943 -1.6084
H 1.6246 -0.6646 0.8246
H -0.5098 -2.6157 -0.4165
H -2.2626 0.8654 1.4104
H -0.9260 1.8172 0.6763
*
```



This record from OMol25 describes an isolated molecule of C4H6N2. The level of theory is ωB97M-V/def2-TZVPD.

Calculated values
structure (SMILES): NC1=NC12CC2
electronic energy: -7222.51031 eV
HOMO-LUMO gap: 9.76 eV
relative energy (zero: lowest compared OMol25 entry of this formula, charge and spin): 71.04 kcal/mol
E_HOMO: -8.93 eV

Geometry as ORCA input:
```
! wB97M-V def2-TZVPD RIJCOSX def2/J DEFGRID3
* xyz 0 1
N 1.4293 1.4391 1.0734
C 1.1132 0.4812 0.1678
N 1.5692 -0.4078 -0.6164
C 0.0838 -0.3343 -0.3401
C -1.2238 -0.3000 -1.0226
C -0.9373 -1.2862 0.1259
H 2.3895 1.5468 1.3505
H 0.9176 2.3052 1.0113
H -1.3249 -0.6994 -2.0274
H -1.9012 0.5244 -0.7980
H -1.4182 -1.1130 1.0869
H -0.7957 -2.3331 -0.1321
*
```



This record from OMol25 describes the ion C3H10NO2 with charge +1 in a non-equilibrium geometry. The level of theory is ωB97M-V/def2-TZVPD.

Calculated values
structure (SMILES): C[NH2+]C(C)(O)O
electronic energy: -8850.34811 eV
HOMO-LUMO gap: 12.75 eV
relative energy (zero: lowest compared OMol25 entry of this formula, charge and spin): 45.95 kcal/mol
E_HOMO: -16.09 eV

Geometry as ORCA input:
```
! wB97M-V def2-TZVPD RIJCOSX def2/J DEFGRID3
* xyz 1 1
C 1.7420 -0.7359 0.6231
N 0.7252 -0.5386 -0.4971
C -0.8730 0.0886 0.0171
C -0.7494 1.5762 -0.0323
O -1.6567 -0.5145 -0.8462
O -1.0381 -0.4616 1.2445
H 1.9610 0.2825 0.8729
H 1.1201 -1.3479 1.2754
H 2.5322 -1.2831 0.0266
H 1.2688 0.0715 -1.0549
H 0.4606 -1.3446 -1.0819
H -1.0561 1.9672 1.0111
H 0.3022 1.7632 -0.1923
H -1.2791 1.9763 -0.8832
H -2.1896 -0.1696 -1.6269
H -1.2703 -1.3295 1.1443
*
```



This record from OMol25 describes the ion C41H68N15O6 with charge +1. The level of theory is ωB97M-V/def2-TZVPD.

Calculated values
electronic energy: -78252.55204 eV
HOMO-LUMO gap: 9.23 eV
E_HOMO: -10.57 eV

Geometry as ORCA input:
```
! wB97M-V def2-TZVPD RIJCOSX def2/J DEFGRID3
* xyz 1 1
C 5.2100 2.2997 -2.8199
C 4.7266 2.6115 -1.7698
C 4.0857 2.9846 -0.5192
O 2.6644 2.9588 -0.5842
C 2.0878 3.9184 -1.4512
C 0.5670 3.8246 -1.3032
H 0.0825 4.3398 -2.1364
O 0.1308 4.3536 -0.0615
C -0.3249 5.6961 -0.0887
H 0.0599 6.2158 -0.9697
H 0.0531 6.1932 0.8102
C -1.8591 5.7644 -0.0785
H -2.2335 5.3267 0.8566
O -2.3492 5.0420 -1.1836
C -3.6612 4.5223 -1.0596
H -4.3937 5.2257 -1.4731
H -3.8970 4.3523 -0.0014
C -3.7131 3.1913 -1.8134
N -2.6082 2.3895 -1.3457
C -2.3275 1.1519 -1.7938
N -1.0830 0.7187 -1.5638
C -0.8591 -0.5489 -1.9254
N -1.7780 -1.3667 -2.4406
C -2.9712 -0.8136 -2.6557
N -3.2972 0.4436 -2.3635
N -3.9110 -1.5957 -3.2549
C -3.6923 -3.0219 -3.2002
H -4.3940 -3.4947 -3.8891
H -2.6729 -3.2364 -3.5150
C -3.9207 -3.4992 -1.7410
N -4.7628 -2.5273 -1.0754
C -4.4666 -1.7259 -0.0327
O -5.1890 -0.7978 0.2820
C -3.2597 -2.0653 0.8632
N -2.5472 -0.8484 1.1549
C -3.0301 0.3512 1.5309
C -1.9120 1.1454 1.6891
N -0.8396 0.3774 1.4171
N -1.2289 -0.8134 1.0998
C -1.7875 2.5685 2.0962
H -2.7804 3.0181 2.0517
H -1.1409 3.0871 1.3865
C -1.2418 2.7429 3.5216
H -1.9259 2.2655 4.2260
H -1.2319 3.8107 3.7478
C 0.1624 2.1789 3.7544
H 0.4496 2.4249 4.7770
C 1.2108 2.7263 2.7843
N 1.4211 1.8038 1.6506
H 1.7333 2.3149 0.8099
H 2.1698 1.0715 1.8569
H 0.5298 1.2556 1.4385
H 2.1642 2.8663 3.2960
H 0.8863 3.6929 2.3965
H 0.1441 1.0912 3.6795
H -4.0750 0.5484 1.6230
H -2.5319 -2.7229 0.3836
C -3.7867 -2.7305 2.1586
C -4.5756 -3.9886 1.7978
H -5.4160 -3.7546 1.1500
H -4.9684 -4.4473 2.7013
H -3.9353 -4.7113 1.2964
H -4.4652 -2.0204 2.6430
C -2.6440 -3.0862 3.1241
C -2.2723 -1.9766 4.1040
H -1.8300 -1.1165 3.6099
H -1.5519 -2.3496 4.8288
H -3.1523 -1.6409 4.6478
H -1.7666 -3.3878 2.5483
H -2.9575 -3.9513 3.7105
C -5.8723 -2.1145 -1.9236
H -6.3568 -3.0168 -2.3021
H -6.5804 -1.5465 -1.3218
C -5.3047 -1.2501 -3.0735
H -5.8486 -1.4345 -4.0030
H -5.3456 -0.1900 -2.8257
H -4.4213 -4.4730 -1.7261
H -2.9614 -3.5916 -1.2388
N 0.3800 -1.0373 -1.7470
C 1.4174 -0.2508 -1.1418
H 1.0532 0.7667 -1.0280
H 1.6498 -0.6766 -0.1607
C 2.6617 -0.2775 -2.0350
N 3.0729 -1.6484 -2.2308
C 4.1574 -2.2706 -1.7287
O 4.3692 -3.4538 -1.8912
C 5.1043 -1.4103 -0.8498
N 4.3793 -1.2070 0.3780
C 3.8188 -2.1620 1.1457
C 3.0659 -1.4687 2.0738
N 3.2317 -0.1563 1.8127
N 4.0223 -0.0132 0.7955
C 2.1219 -1.9728 3.1045
H 1.4597 -1.1554 3.3991
H 2.6621 -2.3112 3.9907
C 1.3022 -3.1468 2.5422
O 0.7597 -2.8798 1.2751
H 0.1240 -2.1405 1.3234
H 1.9476 -4.0177 2.4060
H 0.5182 -3.4108 3.2642
H 3.9655 -3.2050 0.9703
H 5.2883 -0.4250 -1.2881
C 6.4514 -2.1161 -0.6219
C 7.2505 -1.3995 0.4633
H 6.7353 -1.4185 1.4215
H 8.2135 -1.8851 0.5915
H 7.4246 -0.3616 0.1853
C 7.2304 -2.1418 -1.9335
H 7.4318 -1.1298 -2.2796
H 8.1790 -2.6509 -1.7898
H 6.6713 -2.6740 -2.6976
H 6.2537 -3.1475 -0.3160
C 2.0309 -2.4317 -2.8751
H 1.8338 -2.0056 -3.8634
H 2.3908 -3.4549 -2.9841
C 0.7532 -2.4029 -2.0254
H -0.0680 -2.8801 -2.5577
H 0.9317 -2.9255 -1.0772
H 2.4050 0.1424 -3.0138
H 3.4456 0.3328 -1.5964
H -1.8054 2.9352 -1.0687
H -3.6338 3.3724 -2.8922
H -4.6520 2.6711 -1.6157
H -2.1744 6.8165 -0.1207
H 0.2772 2.7676 -1.3256
H 2.3765 3.7122 -2.4891
H 2.4363 4.9256 -1.1809
H 4.4352 3.9850 -0.2222
H 4.3471 2.2517 0.2524
H 5.6672 2.0349 -3.7270
*
```